(1)
The following is a DFT calculation (ωB97M-V/def2-TZVPD) of a structure of composition C3H6ClF.

Last column: Mulliken charge in e.
Element x y z (Å)
C 0.03 -0.64 -1.11  -0.8517
C -0.04 -0.46 0.34  0.7891
C 0.13 1.04 0.66  -0.9421
H -0.34 0.68 -1.33  0.1706
H -0.70 -1.48 -1.53  0.2652
H 1.08 -1.07 -1.31  0.2817
H -0.46 1.44 1.58  0.3256
H -0.47 1.54 -0.28  0.2116
H 1.36 1.43 0.69  0.2620
F -1.32 -0.81 0.96  -0.3181
Cl 0.71 -1.66 1.33  -0.1940

HOMO level (eV): -10.6887
Charge: 0
Relative energy (zero: lowest compared OMol25 entry of this formula, charge and spin) (kcal/mol): 74.2
E_tot (eV): -18444.9379


(2)
The following is a DFT calculation (ωB97M-V/def2-TZVPD) of the molecule C3H6ClN.

Last column: Mulliken charge in e.
Element x y z (Å)
C -0.49 0.64 0.49  -0.2304
C 0.72 -0.02 -0.25  -0.2518
C 1.82 -0.73 0.37  -0.3132
H -0.46 1.71 0.14  0.2341
H -0.37 0.61 1.64  0.2674
H 0.40 -0.58 -1.14  0.3415
H 2.31 -1.56 -0.19  0.2490
H 1.65 -0.76 1.44  0.2166
H 2.40 0.67 -1.27  0.2665
N 2.06 0.56 -0.27  -0.5802
Cl -1.92 -0.20 -0.14  -0.1995

HOMO level (eV): -9.5895
Charge: 0
Relative energy (zero: lowest compared OMol25 entry of this formula, charge and spin) (kcal/mol): 27.1
E_tot (eV): -17218.9158
SMILES string: ClC[C@@H]1CN1


(3)
The following is a DFT calculation (ωB97M-V/def2-TZVPD) of the molecule C3H6ClN.

Last column: Mulliken charge in e.
Element x y z (Å)
C 0.77 0.69 -1.48  0.0500
C 0.08 0.81 -0.06  -0.2454
C -0.34 -0.61 0.38  -1.0944
N 0.80 1.24 -2.56  -0.4002
Cl 0.26 2.91 -2.70  -0.1494
H 0.71 1.27 0.68  0.3062
H 1.31 -0.21 -1.49  0.3568
H -0.80 1.52 -0.17  0.2632
H -1.28 -1.05 -0.06  0.2988
H -0.60 -0.59 1.42  0.3320
H 0.44 -1.48 0.31  0.2825

HOMO level (eV): -9.8432
Charge: 0
Relative energy (zero: lowest compared OMol25 entry of this formula, charge and spin) (kcal/mol): 29.3
E_tot (eV): -17218.8217
SMILES string: CC/C=N\Cl


(4)
The following is a DFT calculation (ωB97M-V/def2-TZVPD) of a structure of composition C3H6ClN.

Last column: Mulliken charge in e.
Element x y z (Å)
C 0.98 -0.63 -0.69  -0.3197
C -0.18 0.51 -0.27  -0.0167
C -0.58 0.00 1.03  -0.4708
H 0.57 -1.47 -1.60  0.3151
H 1.26 -1.20 0.45  0.1905
H -0.08 1.58 -0.97  0.3067
H -0.73 0.85 1.68  0.2347
H 0.03 -0.84 1.45  0.2342
H -2.20 0.88 -0.06  0.2882
N -1.56 -0.30 -0.17  -0.5196
Cl 2.48 0.62 -0.85  -0.2426

HOMO level (eV): -10.3797
Charge: 0
Relative energy (zero: lowest compared OMol25 entry of this formula, charge and spin) (kcal/mol): 127.9
E_tot (eV): -17214.5468


(5)
The following is a DFT calculation (ωB97M-V/def2-TZVPD) of a cluster of 2 separate species, C3H6ClN2O in total.

Last column: Mulliken charge in e.
Element x y z (Å)
C 0.58 0.08 -0.27  0.3456
C -0.86 0.43 -0.13  -0.8036
C -1.88 -0.49 0.29  0.0027
N 1.38 0.49 0.65  0.1229
N 1.04 -0.69 -1.27  -0.4042
O 0.91 1.31 1.56  -0.5135
Cl -1.73 -1.54 1.50  0.0147
H -0.39 1.15 1.09  0.4922
H -1.12 1.17 -0.79  0.5674
H -2.83 -0.48 -0.14  0.4058
H 2.29 0.09 0.91  0.2524
H 0.54 -0.61 -2.12  0.2586
H 2.09 -0.90 -1.29  0.2590

HOMO level (alpha / beta) (eV): -13.5779 / -13.5776
Charge: +1
Relative energy (zero: lowest compared OMol25 entry of this formula, charge and spin) (kcal/mol): 123.4
E_tot (eV): -20747.0161


(6)
The following is a DFT calculation (ωB97M-V/def2-TZVPD) of the ion C3H6ClN2O4S with charge -1.

Last column: Mulliken charge in e.
Element x y z (Å)
C 1.57 -1.47 -0.28  0.4312
C -1.36 0.18 1.33  -0.7656
C -1.22 -0.38 -1.13  -0.9481
N 0.67 -0.36 0.35  -0.1002
N -0.73 -0.60 0.21  -0.1693
O 1.95 1.17 -1.30  -0.6338
O 1.16 -2.50 -0.75  -0.4677
O 1.93 1.66 1.14  -0.6292
O -0.08 2.06 -0.17  -0.6574
S 1.18 1.33 -0.06  1.1091
Cl 3.20 -1.17 0.12  -0.1294
H -0.57 0.17 2.03  0.3451
H -1.53 1.19 0.90  0.3245
H -2.28 -0.25 1.72  0.2541
H -0.90 0.63 -1.44  0.3662
H -0.77 -1.18 -1.68  0.2512
H -2.23 -0.47 -0.98  0.4191

HOMO level (eV): -4.8775
Charge: -1
Relative energy (zero: lowest compared OMol25 entry of this formula, charge and spin) (kcal/mol): 0.0
E_tot (eV): -37736.4786
SMILES string: CN(C)N(C(=O)Cl)S(=O)(=O)[O-]


(7)
The following is a DFT calculation (ωB97M-V/def2-TZVPD) of a cluster of 2 separate species, C3H6ClNO in total.

Last column: Mulliken charge in e.
Element x y z (Å)
C 1.07 1.04 0.15  0.2373
C -1.15 -0.55 -0.76  -0.9227
C 0.02 -0.97 0.10  -0.0614
N 1.15 1.69 1.20  -0.5149
O -0.11 -1.31 1.38  -0.4715
Cl 1.66 1.37 -1.47  -0.1902
H -1.96 0.23 -0.41  0.2578
H -0.58 -0.38 -1.72  0.3032
H -1.80 -1.42 -0.86  0.3606
H 0.64 -1.61 -0.48  0.3720
H 1.61 2.56 1.02  0.2757
H -0.56 -0.66 1.86  0.3541

HOMO level (eV): -8.3908
Charge: 0
Relative energy (zero: lowest compared OMol25 entry of this formula, charge and spin) (kcal/mol): 82.4
E_tot (eV): -19265.1941


(8)
The following is a DFT calculation (ωB97M-V/def2-TZVPD) of the molecule C3H6ClNO4S3.

Last column: Mulliken charge in e.
Element x y z (Å)
C -3.47 -3.11 1.09  0.1602
C -1.66 0.33 1.68  -0.8225
C 1.01 -0.67 -2.03  -0.8366
N -1.03 -1.42 -0.30  -0.4350
O -0.71 -2.04 2.02  -0.4772
O 0.92 -0.51 1.15  -0.6684
O -1.60 -0.64 -2.59  -0.6552
O -0.70 0.91 -0.89  -0.6713
S -2.30 -3.01 2.16  0.1609
S -0.51 -0.89 1.02  1.1398
S -0.70 -0.39 -1.49  1.1392
Cl -3.75 -2.42 -0.35  0.0530
H -1.23 1.05 2.30  0.3413
H -2.05 0.73 0.81  0.3714
H -2.45 -0.26 2.20  0.2860
H 0.79 -1.81 -2.34  0.2683
H 1.41 -0.03 -2.87  0.3039
H 1.70 -0.82 -1.19  0.3423

HOMO level (eV): -10.1984
Charge: 0
Relative energy (zero: lowest compared OMol25 entry of this formula, charge and spin) (kcal/mol): 6.4
E_tot (eV): -57911.0689